ORCA calculation (ωB97M-V with the def2-TZVPD basis set) on a molecular structure, C21H19N8O3RuS2.

ORCA input file:
```
! wB97M-V def2-TZVPD RIJCOSX def2/J DEFGRID3
* xyz 2 2
H -1.307 4.648 0.272
H -0.937 4.310 1.978
O -1.971 2.153 -2.747
C -4.149 -3.058 0.288
H 3.015 -3.226 2.450
H -0.321 -2.621 0.667
C -2.221 0.172 -1.450
C -1.392 -2.714 0.586
C 0.687 -0.626 2.726
C 2.217 -2.045 -0.178
H 1.851 5.616 0.418
H -3.902 -4.823 1.446
C -3.522 -1.935 -0.306
H -4.078 0.762 -2.311
H 3.593 -3.741 -0.290
O -0.518 1.959 0.740
C 1.923 -1.781 1.227
C 2.325 -2.405 2.345
H -0.449 0.298 4.153
C 1.819 4.543 0.293
O -0.134 1.142 -1.946
C -3.421 -3.964 0.999
H 0.697 -0.067 -3.197
H -1.449 -4.538 1.666
C 0.540 2.604 0.506
N 0.640 3.945 0.637
N 3.674 1.668 -0.848
H 4.547 2.057 -1.162
N 1.582 1.864 0.059
N 1.538 -1.218 -1.078
H -5.310 -1.146 -1.218
N 0.993 -0.753 1.440
N -1.514 -0.653 -0.689
H -0.657 0.879 2.527
S 1.539 -1.734 3.736
H -0.251 5.747 1.193
H 1.500 -1.146 -4.321
H -5.215 -3.185 0.154
S 2.889 -2.866 -2.482
C -0.547 4.713 1.048
C 1.794 -1.536 -2.338
C -2.026 -3.793 1.133
C 2.725 2.437 -0.337
H 3.788 4.347 -0.452
C -4.244 -1.008 -1.086
C -3.590 0.034 -1.679
C -2.129 -1.748 -0.132
C 2.989 -2.981 -0.757
N 1.277 -0.882 -3.377
N -0.180 0.276 3.185
H 3.516 0.679 -0.958
Ru 0.343 0.205 -0.241
C -1.440 1.289 -2.110
C 2.873 3.844 -0.181
*
```

HOMO level (alpha / beta): -13.81 / -13.75 eV
energy relative to the best compared isomer or geometry (same formula, charge and spin): 0.0 kJ/mol
<S²>: 0.755
gap between HOMO and LUMO (alpha / beta): 8.1829 / 6.3280 eV
DFT total energy: -64392.266 eV